[1]
{
  "formula": "C5H7NO",
  "method": "the ωB97M-V functional and the def2-TZVPD basis",
  "homo_energy_ev": [-8.80, -8.80],
  "orbital_gap_ev": [7.67, 7.67],
  "e_lumo_ev": [-1.128, -1.127],
  "charge": 0,
  "elements": ["C", "C", "C", "C", "C", "N", "O", "H", "H", "H", "H", "H", "H", "H"],
  "coordinates": [[-1.417386, 0.608234, -0.722811], [-0.299146, 0.858497, 0.371954], [-0.037732, -0.421243, 0.984112], [1.401364, 0.402025, -0.095911], [-0.273412, -1.689169, 1.171379], [1.815765, -0.188963, -1.138582], [-0.256513, 1.990661, 0.933441], [2.780535, 0.076266, -1.351779], [2.006944, 1.105780, 0.486230], [-1.166146, 1.296553, -1.528580], [-1.478988, -0.402412, -1.118593], [-2.376447, 0.870787, -0.276430], [0.550161, -2.385185, 1.319979], [-1.248999, -2.121830, 0.965593]],
  "forces_ev_per_angstrom": [[1.3, 0.7, -0.6], [-3.6, -0.4, 2.0], [0.1, 1.7, -1.8], [2.1, -1.1, 0.1], [1.2, -0.3, -0.4], [-1.0, 0.1, 1.0], [0.7, -1.2, -1.0], [-0.2, 0.2, -0.1], [-0.4, 0.0, 0.1], [-0.4, 0.0, -0.2], [0.3, 0.0, 0.1], [0.3, 0.1, 0.2], [-0.1, 0.0, -0.4], [-0.3, 0.3, 1.0]],
  "lowdin_charge": [0.0136, -0.6286, 0.0040, -0.1231, 0.0519, 0.1254, -0.0300, 0.0654, 0.1183, 0.0811, 0.0746, 0.0881, 0.0747, 0.0845]
}



[2]
{
  "formula": "C21H19ClN2O4S",
  "method": "the ωB97M-V functional and the def2-TZVPD basis",
  "homo_energy_ev": -8.69,
  "smiles": "O=C(/C=C/c1ccc(S(=O)(=O)NCc2ccco2)cc1)NCc1ccccc1Cl",
  "orbital_gap_ev": 8.24,
  "e_lumo_ev": -0.450,
  "charge": 0,
  "elements": ["O", "C", "N", "H", "C", "C", "C", "C", "C", "C", "C", "Cl", "H", "H", "H", "H", "H", "H", "C", "C", "C", "C", "C", "C", "C", "C", "H", "H", "S", "O", "O", "N", "H", "C", "C", "C", "C", "C", "O", "H", "H", "H", "H", "H", "H", "H", "H", "H"],
  "coordinates": [[2.639436, -1.958168, 2.277133], [2.055554, -2.050651, 1.214497], [2.162268, -3.143677, 0.415955], [1.697692, -3.164491, -0.477609], [3.091078, -4.214393, 0.703902], [3.975899, -4.512974, -0.474936], [3.944720, -5.761555, -1.083908], [4.743832, -6.048679, -2.175975], [5.589445, -5.078034, -2.684898], [5.635767, -3.826164, -2.098088], [4.834693, -3.549390, -1.001531], [4.922303, -1.975429, -0.279420], [6.292211, -3.061630, -2.482285], [6.215142, -5.292835, -3.537479], [4.704640, -7.027294, -2.629260], [3.284907, -6.519698, -0.687585], [2.542248, -5.118432, 0.992284], [3.682015, -3.875061, 1.561968], [1.152600, -1.003469, 0.686530], [0.980324, 0.130039, 1.373536], [0.143887, 1.262667, 1.021168], [0.036573, 2.323004, 1.928388], [-0.757491, 3.418034, 1.646182], [-1.452174, 3.460762, 0.452152], [-1.352392, 2.435477, -0.468170], [-0.557370, 1.341271, -0.186420], [-0.476675, 0.545399, -0.909770], [-1.903499, 2.519741, -1.391185], [-2.504997, 4.867494, 0.097364], [-1.775756, 6.076898, 0.338750], [-3.114055, 4.665948, -1.179340], [-3.673668, 4.835631, 1.289516], [-3.370232, 5.358464, 2.095217], [-4.365779, 3.598151, 1.596257], [-4.842383, 2.956698, 0.337975], [-4.494864, 1.776639, -0.253667], [-5.241434, 1.705781, -1.454121], [-5.980614, 2.846677, -1.495445], [-5.753359, 3.599350, -0.412147], [-6.680778, 3.219912, -2.215815], [-5.223819, 0.918075, -2.178841], [-3.801092, 1.051444, 0.121404], [-5.220465, 3.848794, 2.234513], [-3.720573, 2.882637, 2.129005], [-0.832057, 4.247717, 2.332314], [0.583540, 2.278392, 2.858502], [1.521349, 0.211440, 2.309188], [0.663404, -1.200513, -0.255802]],
  "forces_ev_per_angstrom": [[0.1, 0.1, 0.2], [-0.1, -0.1, 0.1], [-0.1, -0.2, -0.2], [0.0, 0.1, 0.1], [0.0, 0.0, 0.2], [0.0, 0.1, 0.0], [0.0, 0.1, 0.0], [0.0, -0.1, -0.1], [0.0, 0.0, 0.0], [0.0, 0.1, 0.1], [0.0, -0.2, -0.1], [0.2, 0.1, 0.0], [0.1, 0.1, 0.0], [0.1, 0.0, -0.1], [0.0, -0.1, 0.0], [-0.1, -0.1, 0.1], [0.2, 0.1, 0.0], [-0.1, -0.1, -0.1], [-0.1, 0.5, 0.2], [0.3, -0.7, -0.1], [-0.4, 0.5, -0.2], [0.0, -0.1, -0.1], [0.0, 0.1, 0.1], [-0.3, 0.4, -0.2], [0.0, 0.0, -0.2], [0.1, 0.1, 0.2], [0.0, -0.1, -0.1], [0.0, -0.1, -0.1], [-0.1, 0.2, 0.3], [0.1, -0.1, 0.3], [0.0, -0.3, 0.1], [0.6, 0.3, -0.5], [0.1, 0.2, 0.1], [-0.3, -0.3, -0.2], [0.4, -1.0, 0.3], [-0.2, 0.5, 0.5], [-0.3, 0.4, -0.2], [0.1, -0.7, -0.5], [-0.2, 0.5, 0.3], [-0.1, 0.1, 0.0], [-0.1, -0.1, -0.2], [0.2, -0.1, 0.1], [0.2, 0.0, 0.0], [-0.2, 0.1, -0.1], [0.0, 0.1, 0.1], [0.1, 0.0, 0.1], [0.1, -0.1, 0.1], [-0.1, 0.1, -0.1]],
  "lowdin_charge": [0.0453, -0.5443, 0.0442, 0.1423, -0.1496, -0.2315, -0.0412, -0.0827, -0.0828, -0.1047, -0.5884, 0.7560, 0.1031, 0.1050, 0.1031, 0.1111, 0.1257, 0.1243, 0.0100, -0.0169, -0.1998, -0.0104, -0.0508, -0.2729, -0.0559, -0.0039, 0.1104, 0.1160, 0.6505, -0.2851, -0.2601, -0.1189, 0.1070, -0.1492, -0.3145, -0.0394, -0.0516, -0.1091, 0.0563, 0.1229, 0.1000, 0.1108, 0.1338, 0.1262, 0.1185, 0.1180, 0.1220, 0.1016]
}



[3]
{
  "formula": "C9H24F18N4O6P3",
  "method": "the ωB97M-V functional and the def2-TZVPD basis",
  "homo_energy_ev": -6.34,
  "orbital_gap_ev": 7.24,
  "e_lumo_ev": 0.904,
  "charge": -1,
  "elements": ["C", "C", "O", "N", "H", "H", "C", "H", "H", "H", "H", "H", "H", "C", "C", "O", "N", "H", "H", "C", "H", "H", "H", "H", "H", "H", "C", "C", "O", "N", "H", "H", "C", "H", "H", "H", "H", "H", "H", "P", "F", "F", "F", "F", "F", "F", "P", "F", "F", "F", "F", "F", "F", "P", "F", "F", "F", "F", "F", "F", "N", "O", "O", "O"],
  "coordinates": [[-3.242798, -0.325504, -3.671910], [-2.122848, -0.586133, -4.652139], [-2.215873, -1.280676, -5.617869], [-0.755143, -0.133336, -4.241089], [-0.176544, 0.304679, -4.953090], [-0.956212, 0.647466, -3.609934], [0.052168, -1.239160, -3.580655], [-3.433279, 0.743319, -3.582826], [-3.001996, -0.794766, -2.711091], [-4.027099, -0.907098, -4.151866], [0.830795, -0.685281, -3.053342], [0.633837, -1.752532, -4.342738], [-0.479746, -1.849446, -2.850386], [0.794883, 4.839321, -0.573329], [0.456593, 4.227958, 0.769417], [1.132530, 4.257109, 1.741334], [-0.941913, 3.668414, 0.840846], [-1.275264, 3.445563, -0.094841], [-0.850770, 2.803521, 1.399170], [-1.879153, 4.654826, 1.567158], [0.191893, 5.738569, -0.733166], [0.660028, 4.137061, -1.394354], [1.778539, 5.305761, -0.562581], [-1.602241, 5.625071, 1.161320], [-1.668376, 4.588430, 2.631114], [-2.908360, 4.376265, 1.360340], [5.061302, -2.398749, 1.647630], [4.639632, -1.215948, 2.424187], [4.803147, -1.091554, 3.594285], [4.118784, -0.009358, 1.698923], [4.528937, 0.816247, 2.139599], [4.583780, 0.059291, 0.795450], [2.644224, 0.336597, 1.825412], [6.118425, -2.292043, 1.382201], [4.613784, -2.579345, 0.670710], [4.980167, -3.252588, 2.315637], [2.075570, -0.522020, 1.470796], [2.452996, 1.100782, 1.072772], [2.316766, 0.672234, 2.807404], [-3.887996, -3.712376, -1.325095], [-3.420331, -2.191077, -0.891573], [-2.474220, -4.054205, -2.056997], [-3.318510, -4.008160, 0.176135], [-4.308405, -5.285202, -1.522824], [-5.343011, -3.409007, -0.630302], [-4.561945, -3.167376, -2.691346], [0.933158, -3.170910, -0.008816], [0.517918, -4.633756, 0.579206], [-0.569203, -2.790228, -0.485054], [0.549477, -2.448646, 1.406187], [1.449091, -1.713307, -0.553274], [2.463041, -3.515880, 0.437693], [1.230768, -3.765656, -1.484810], [-0.776111, 0.868761, 4.276573], [-0.973301, -0.084827, 5.608173], [-2.253356, 0.457981, 3.802966], [-1.293283, 2.083641, 5.176718], [-0.627399, 1.833644, 2.983167], [0.744943, 1.167146, 4.774211], [-0.167704, -0.411056, 3.454288], [-0.435243, 0.606949, -0.514574], [-1.380907, -0.090188, -0.958514], [-0.181116, 0.498135, 0.686516], [0.152475, 1.502652, -1.177152]],
  "forces_ev_per_angstrom": [[0.8, -0.5, -1.0], [-0.9, -1.6, -0.3], [0.5, 0.7, 0.0], [-0.2, 0.6, 0.8], [-0.3, -0.5, -0.6], [0.5, -0.4, 1.0], [1.5, 1.0, 0.4], [-0.2, -0.1, 0.2], [0.0, 0.2, 0.2], [-0.5, 0.4, 0.4], [-0.2, -0.1, 0.5], [-0.8, -0.4, -0.2], [-0.4, 0.0, -0.3], [0.0, 0.6, 0.2], [0.5, 0.7, -0.7], [-0.4, -0.3, -0.1], [0.0, 0.3, 0.9], [0.0, -0.3, -0.1], [-0.2, -0.7, 0.2], [0.9, -0.6, -0.5], [-0.6, -0.3, 0.0], [0.0, -0.1, 0.1], [0.3, -0.7, 0.2], [-0.4, 0.2, 0.2], [0.1, 0.0, -0.1], [0.1, 0.0, -0.1], [0.4, -0.4, -0.9], [0.4, -0.1, 0.9], [-0.3, 0.2, -0.1], [0.9, 1.5, 0.7], [0.4, -0.3, 0.7], [-1.1, -0.5, -0.7], [-1.2, -0.7, -1.8], [0.2, 0.2, 0.4], [-0.8, 0.1, 0.4], [-0.1, -0.1, -0.2], [-0.2, -0.1, 0.3], [0.0, 0.1, 0.1], [0.6, -0.3, 0.2], [0.1, 0.3, 3.4], [-0.1, 0.6, -2.0], [-0.7, 0.7, 0.0], [0.2, -1.6, -0.6], [-0.1, 0.9, -0.4], [-0.2, -0.3, -0.2], [0.6, -0.4, -0.7], [-2.6, 0.0, 0.7], [0.0, 0.9, -0.6], [0.8, -0.6, -0.2], [1.3, -0.6, -0.2], [0.7, 0.5, -0.2], [0.4, 0.5, 0.3], [0.3, -0.3, -0.1], [0.0, -3.7, 1.6], [0.2, 0.1, -0.5], [0.0, 0.7, -0.1], [-0.4, 1.0, -0.4], [0.3, 0.8, -0.3], [0.3, 0.7, -0.5], [-0.3, 1.0, 0.1], [-2.5, -1.4, 2.1], [1.3, 1.2, -1.3], [0.8, 0.5, 0.0], [0.4, 0.8, -1.6]],
  "lowdin_charge": [0.0362, -0.4019, 0.1553, 0.0857, 0.1733, 0.1419, 0.0343, 0.0950, 0.0762, 0.0965, 0.0879, 0.1032, 0.1013, 0.0179, -0.4150, 0.1843, 0.1005, 0.1588, 0.1278, 0.0569, 0.0900, 0.0810, 0.0922, 0.0903, 0.1083, 0.1053, 0.0206, -0.3992, 0.1788, 0.0905, 0.1703, 0.1774, 0.0430, 0.1012, 0.0845, 0.1117, 0.0732, 0.0929, 0.1028, 0.2006, -0.2039, -0.1736, -0.1831, -0.1867, -0.2061, -0.1811, 0.1929, -0.1566, -0.1611, -0.1638, -0.2052, -0.1948, -0.1749, 0.1570, -0.1951, -0.1436, -0.1632, -0.1837, -0.1886, -0.1655, -0.5861, -0.0170, -0.0242, -0.1235]
}



[4]
{
  "formula": "C5H7NO",
  "method": "the ωB97M-V functional and the def2-TZVPD basis",
  "homo_energy_ev": -10.49,
  "smiles": "C[C@H](C#N)CC=O",
  "orbital_gap_ev": 11.20,
  "e_lumo_ev": 0.711,
  "charge": 0,
  "elements": ["C", "C", "C", "C", "O", "C", "N", "H", "H", "H", "H", "H", "H", "H"],
  "coordinates": [[1.428033, 0.660524, 0.899489], [0.063358, 0.045503, 0.477309], [-0.025869, -0.391907, -1.001543], [-1.422129, 0.035157, -1.454493], [-2.222518, 0.547149, -0.704425], [-0.473729, -0.963270, 1.411100], [-1.080877, -1.609358, 2.155339], [1.635454, 0.528965, 1.965948], [1.477252, 1.735830, 0.689902], [2.290094, 0.208406, 0.385461], [-0.789918, 0.701041, 0.490811], [0.758900, 0.099359, -1.605520], [0.076916, -1.470408, -1.210805], [-1.714969, -0.126990, -2.498571]],
  "forces_ev_per_angstrom": [[0.1, -0.1, 0.1], [0.9, -0.8, 0.0], [-0.2, 0.0, 0.1], [-0.3, 0.2, 0.0], [0.2, -0.3, -0.7], [-0.4, -0.5, 0.5], [0.8, 0.4, -0.7], [-0.3, 0.1, -0.1], [-0.2, -0.2, 0.0], [-0.5, -0.1, 0.0], [0.2, 1.2, 0.7], [-0.4, 0.0, 0.2], [0.0, 0.3, 0.3], [0.1, -0.2, -0.2]],
  "lowdin_charge": [-0.0451, -0.3474, -0.1102, -0.2189, 0.0491, -0.1943, 0.1489, 0.0776, 0.0804, 0.0783, 0.1026, 0.1259, 0.1309, 0.1222]
}